Record 1
ORCA calculation (wB97M-V/def2-TZVPD) on C2H7N3O in the gas phase.

Computed properties:
HOMO: -9.0 eV
relative energy (zero: lowest compared OMol25 entry of this formula, charge and spin): 69.9 kcal per mole
HOMO-LUMO gap: 0.369 Eh
LUMO: 1.03 eV

```
13
C2H7N3O (wB97M-V/def2-TZVPD)
C -0.949 -0.619 1.456
N 0.332 -0.126 0.988
O 0.313 1.265 0.582
C 0.438 0.250 -0.371
N -0.646 0.039 -1.250
N 1.688 0.016 -0.982
H -1.424 -1.233 0.689
H -1.610 0.207 1.719
H -0.746 -1.214 2.344
H -1.403 0.690 -1.089
H -0.347 0.053 -2.214
H 1.951 0.778 -1.596
H 2.403 -0.108 -0.276
```

Charges per atom according to Löwdin partitioning, unit e:
1. C -0.08
2. N -0.05
3. O 0.00
4. C -0.72
5. N 0.13
6. N 0.13
7. H 0.07
8. H 0.09
9. H 0.08
10. H 0.09
11. H 0.08
12. H 0.09
13. H 0.09

---

Record 2
ORCA calculation (wB97M-V/def2-TZVPD) on 4 unconnected molecules or ions with the total composition C27H38F24O6S.

Computed properties:
HOMO: -10.4 eV
HOMO-LUMO gap: 0.397 Eh
LUMO: 0.37 eV

```
96
C27H38F24O6S (wB97M-V/def2-TZVPD)
C -1.899 5.211 -4.185
C -0.466 5.643 -3.896
C 0.521 4.923 -4.802
C 0.456 3.429 -4.553
C 1.648 2.667 -5.112
C 1.713 1.265 -4.527
C 0.420 0.463 -4.690
C -0.526 0.467 -3.499
C -0.424 -0.775 -2.630
C 0.812 -0.749 -1.757
C 0.736 0.267 -0.646
C 1.753 -0.009 0.420
O 1.549 0.771 1.609
S 0.350 0.160 2.514
O -0.839 0.897 2.232
O 0.734 0.573 4.041
H -2.619 5.941 -3.877
H -2.070 4.283 -3.684
H -1.993 5.008 -5.234
H -0.246 5.337 -2.885
H -0.352 6.710 -3.956
H 0.189 5.114 -5.809
H 1.506 5.305 -4.620
H 0.466 3.285 -3.489
H -0.437 3.031 -4.993
H 1.633 2.628 -6.181
H 2.523 3.173 -4.749
H 2.480 0.724 -5.051
H 1.997 1.324 -3.491
H 0.637 -0.564 -4.927
H -0.083 0.855 -5.553
H -1.533 0.542 -3.868
H -0.374 1.323 -2.874
H -0.404 -1.661 -3.241
H -1.296 -0.831 -2.007
H 1.678 -0.567 -2.370
H 0.939 -1.724 -1.314
H -0.254 0.323 -0.242
H 0.943 1.249 -1.032
H 2.733 0.253 0.083
H 1.775 -1.059 0.654
H 0.645 1.536 4.132
C 1.918 -2.126 5.675
C 0.835 -3.217 5.578
C 0.202 -3.678 6.890
F 1.118 -4.220 7.720
F -0.727 -4.631 6.615
F 1.328 -4.276 4.902
F -0.181 -2.709 4.825
O 3.257 -2.573 5.640
C 3.878 -2.982 6.784
C 4.260 -4.459 6.706
F 3.163 -5.220 6.524
F 4.843 -4.821 7.871
F 3.136 -2.718 7.876
F 5.026 -2.279 6.893
H 1.816 -1.517 4.783
H 1.740 -1.439 6.501
H -0.294 -2.845 7.396
H 4.955 -4.626 5.880
C -2.841 -6.013 9.479
C -3.078 -7.395 8.855
C -4.189 -7.499 7.811
F -5.388 -7.181 8.347
F -4.248 -8.777 7.366
F -3.280 -8.304 9.834
F -1.926 -7.734 8.215
O -3.436 -5.776 10.735
C -4.729 -5.352 10.802
C -5.606 -6.383 11.510
F -5.573 -7.557 10.848
F -6.883 -5.935 11.523
F -5.215 -5.040 9.586
F -4.749 -4.227 11.552
H -1.773 -5.964 9.678
H -3.051 -5.209 8.774
H -3.982 -6.840 6.962
H -5.259 -6.536 12.533
C 2.289 4.891 -10.395
C 1.675 4.405 -9.076
C 0.226 3.925 -9.127
F -0.603 4.920 -9.513
F -0.141 3.528 -7.883
F 1.809 5.360 -8.133
F 2.412 3.327 -8.678
O 2.291 6.282 -10.606
C 1.186 6.885 -11.131
C 0.576 7.867 -10.133
F 0.222 7.221 -9.003
F -0.534 8.413 -10.680
F 0.280 5.982 -11.553
F 1.585 7.598 -12.206
H 3.342 4.625 -10.340
H 1.883 4.354 -11.252
H 0.117 3.079 -9.811
H 1.292 8.654 -9.891
```

Charges per atom according to Löwdin partitioning, unit e:
1. C -0.10
2. C -0.26
3. C -0.22
4. C -0.22
5. C -0.20
6. C -0.20
7. C -0.19
8. C -0.21
9. C -0.20
10. C -0.20
11. C -0.20
12. C -0.26
13. O -0.32
14. S 0.87
15. O -0.38
16. O -0.26
17. H 0.06
18. H 0.06
19. H 0.07
20. H 0.10
21. H 0.10
22. H 0.09
23. H 0.11
24. H 0.11
25. H 0.10
26. H 0.09
27. H 0.11
28. H 0.10
29. H 0.09
30. H 0.10
31. H 0.10
32. H 0.11
33. H 0.09
34. H 0.11
35. H 0.11
36. H 0.11
37. H 0.11
38. H 0.10
39. H 0.11
40. H 0.13
41. H 0.11
42. H 0.08
43. C -0.04
44. C -0.44
45. C -0.29
46. F 0.09
47. F 0.08
48. F 0.13
49. F 0.10
50. O 0.06
51. C -0.55
52. C -0.28
53. F 0.10
54. F 0.10
55. F 0.15
56. F 0.15
57. H 0.12
58. H 0.15
59. H 0.17
60. H 0.18
61. C -0.05
62. C -0.44
63. C -0.30
64. F 0.09
65. F 0.10
66. F 0.13
67. F 0.11
68. O 0.06
69. C -0.55
70. C -0.28
71. F 0.10
72. F 0.10
73. F 0.15
74. F 0.15
75. H 0.15
76. H 0.14
77. H 0.17
78. H 0.18
79. C -0.05
80. C -0.44
81. C -0.29
82. F 0.09
83. F 0.09
84. F 0.13
85. F 0.10
86. O 0.06
87. C -0.55
88. C -0.28
89. F 0.10
90. F 0.10
91. F 0.15
92. F 0.15
93. H 0.15
94. H 0.15
95. H 0.18
96. H 0.18

---

Record 3
ORCA calculation (wB97M-V/def2-TZVPD) on 6 unconnected molecules or ions with the total composition C11H33F3N2O10S.

Computed properties:
HOMO: -7.5 eV
HOMO-LUMO gap: 0.203 Eh
LUMO: -1.94 eV

```
60
C11H33F3N2O10S (wB97M-V/def2-TZVPD)
N -16.687 9.830 8.899
H -16.845 8.833 8.935
H -16.022 10.043 9.629
H -17.636 10.139 9.054
H -16.296 10.098 8.007
C -13.903 8.725 1.238
F -14.021 7.341 1.259
F -12.679 9.135 1.680
F -14.016 8.988 -0.021
S -15.304 9.606 2.255
O -15.113 11.045 2.004
O -16.547 9.004 1.758
O -14.987 9.259 3.618
C -13.344 16.467 6.461
C -14.435 17.277 5.666
O -14.196 16.953 4.224
O -13.726 15.133 6.461
H -12.989 16.894 7.399
H -12.426 16.570 5.882
H -14.182 18.277 6.018
H -15.480 17.018 5.833
H -14.758 16.205 4.009
H -14.041 14.896 5.586
C -22.307 9.524 9.087
C -21.886 10.092 7.702
O -21.021 11.204 7.718
O -21.290 9.212 10.004
H -22.877 8.611 8.913
H -22.974 10.297 9.469
H -22.820 10.332 7.194
H -21.381 9.225 7.274
H -21.538 11.985 7.931
H -21.747 9.020 10.826
C -18.113 3.793 10.454
C -17.745 2.303 10.672
O -17.183 2.065 11.872
O -16.919 4.459 10.085
H -18.556 4.157 11.381
H -18.833 3.932 9.647
H -17.136 1.968 9.831
H -18.631 1.670 10.622
H -16.249 2.281 11.917
H -16.224 3.861 10.371
C -10.312 10.846 10.602
C -10.556 12.071 11.603
C -9.454 13.137 11.328
O -9.734 14.397 12.026
C -8.952 15.542 11.995
N -11.829 12.604 11.321
H -10.842 9.962 10.958
H -9.241 10.647 10.561
H -10.652 11.092 9.596
H -10.654 11.723 12.631
H -9.541 13.346 10.262
H -8.461 12.769 11.585
H -9.300 16.219 12.775
H -9.075 15.859 10.959
H -7.892 15.349 12.160
H -11.869 13.486 11.812
H -11.717 13.000 10.399
```

Charges per atom according to Löwdin partitioning, unit e:
1. N 0.36
2. H 0.16
3. H 0.16
4. H 0.16
5. H 0.17
6. C -0.63
7. F 0.06
8. F 0.09
9. F 0.14
10. S 0.46
11. O -0.37
12. O -0.36
13. O -0.38
14. C -0.27
15. C -0.17
16. O -0.09
17. O -0.07
18. H 0.11
19. H 0.11
20. H 0.10
21. H 0.11
22. H 0.07
23. H 0.08
24. C -0.27
25. C -0.24
26. O -0.06
27. O -0.07
28. H 0.12
29. H 0.11
30. H 0.12
31. H 0.12
32. H 0.09
33. H 0.09
34. C -0.23
35. C -0.31
36. O -0.03
37. O -0.08
38. H 0.11
39. H 0.11
40. H 0.13
41. H 0.12
42. H 0.10
43. H 0.06
44. C -0.05
45. C -0.44
46. C -0.15
47. O -0.23
48. C -0.12
49. N 0.01
50. H 0.07
51. H 0.07
52. H 0.07
53. H 0.13
54. H 0.12
55. H 0.12
56. H 0.09
57. H 0.09
58. H 0.08
59. H 0.07
60. H 0.07

---

Record 4
ORCA calculation (wB97M-V/def2-TZVPD) on a molecular structure, C25H33N2PTc.

Computed properties:
<S²>: 3.81
HOMO (alpha / beta): -14.5 / -14.7 eV
HOMO-LUMO gap (alpha / beta): 0.238 / 0.217 Eh
total charge: +2
multiplicity: 4
LUMO (alpha / beta): -8.00 / -8.77 eV

```
62
C25H33N2PTc (wB97M-V/def2-TZVPD)
C -2.350 0.811 -3.965
C -2.101 -0.414 -3.357
C -1.289 -0.509 -2.222
C -0.718 0.661 -1.697
C -0.987 1.903 -2.299
C -1.820 1.979 -3.414
C -1.118 -1.837 -1.546
C 0.302 -2.385 -1.371
N 1.357 -1.351 -1.238
Tc 0.611 0.517 -0.079
C -0.315 3.117 -1.736
P 1.231 2.472 -0.931
H -2.534 -1.334 -3.757
H -2.017 2.958 -3.851
H -2.961 0.862 -4.865
H -0.916 3.627 -0.965
H -0.037 3.853 -2.505
H -1.610 -1.830 -0.558
H -1.645 -2.591 -2.146
H 0.333 -3.027 -0.479
C 1.888 3.884 -0.023
C 2.320 2.455 -2.397
H 0.596 -3.001 -2.236
C 1.846 -0.993 -2.588
C 2.507 -1.928 -0.508
H 0.686 1.545 1.288
H 2.238 -1.916 -3.041
H 1.034 -0.596 -3.205
H 2.650 -0.255 -2.504
H 3.035 -2.617 -1.183
H 3.169 -1.115 -0.191
H 2.154 -2.467 0.378
H 2.415 3.482 -2.773
H 3.302 2.076 -2.095
H 1.911 1.821 -3.193
H 1.981 4.747 -0.695
H 1.233 4.138 0.819
H 2.880 3.608 0.357
H 1.569 1.351 1.114
C -3.304 1.669 3.634
C -3.300 1.713 2.234
C -2.377 0.961 1.505
C -1.435 0.155 2.187
C -1.541 0.015 3.593
C -2.433 0.804 4.309
N -0.347 -0.407 1.504
C 0.188 -1.601 2.045
C 1.419 -1.593 2.731
C 1.828 -2.741 3.411
C 1.052 -3.902 3.364
C -0.150 -3.923 2.645
C -0.596 -2.774 2.003
H -3.992 2.299 4.199
H -4.014 2.339 1.699
H -2.358 0.981 0.412
H -0.872 -0.681 4.104
H -2.442 0.741 5.399
H 2.008 -0.672 2.741
H 2.758 -2.718 3.983
H 1.381 -4.799 3.893
H -0.752 -4.831 2.588
H -1.552 -2.738 1.474
```

Charges per atom according to Löwdin partitioning, unit e:
1. C -0.02
2. C -0.01
3. C -0.25
4. C -0.20
5. C -0.31
6. C -0.01
7. C -0.12
8. C -0.17
9. N -0.34
10. Tc 1.06
11. C -0.26
12. P 0.72
13. H 0.13
14. H 0.13
15. H 0.13
16. H 0.11
17. H 0.11
18. H 0.10
19. H 0.13
20. H 0.11
21. C -0.23
22. C -0.21
23. H 0.14
24. C -0.06
25. C -0.06
26. H 0.07
27. H 0.11
28. H 0.10
29. H 0.08
30. H 0.11
31. H 0.09
32. H 0.08
33. H 0.07
34. H 0.06
35. H 0.05
36. H 0.07
37. H 0.06
38. H 0.06
39. H 0.08
40. C -0.02
41. C -0.03
42. C 0.00
43. C -0.27
44. C 0.03
45. C -0.03
46. N -0.06
47. C -0.34
48. C -0.05
49. C -0.05
50. C -0.04
51. C -0.04
52. C -0.03
53. H 0.13
54. H 0.12
55. H 0.10
56. H 0.13
57. H 0.13
58. H 0.11
59. H 0.12
60. H 0.12
61. H 0.13
62. H 0.12

---

Record 5
ORCA calculation (wB97M-V/def2-TZVPD) on a molecular structure, C9H20F3O13S2V.

Computed properties:
HOMO: -0.9 eV
relative energy (zero: lowest compared OMol25 entry of this formula, charge and spin): 37.8 kcal per mole
HOMO-LUMO gap: 0.198 Eh
total charge: -2
LUMO: 4.49 eV

```
48
C9H20F3O13S2V (wB97M-V/def2-TZVPD)
O 21.785 -9.823 7.907
V 20.572 -8.987 7.238
O 20.950 -8.656 5.665
C 17.261 -12.335 6.179
F 16.674 -11.523 5.286
F 16.719 -11.913 7.384
F 16.843 -13.601 6.000
S 19.260 -12.225 6.154
O 19.497 -10.810 6.569
O 19.783 -13.161 7.147
O 19.624 -12.522 4.759
S 21.611 -6.544 9.475
O 22.800 -5.909 8.860
O 22.215 -7.379 10.527
O 20.781 -5.506 10.095
O 20.891 -7.324 8.452
C 22.842 -10.811 3.566
O 22.542 -12.150 3.977
C 23.559 -12.720 4.774
C 22.884 -13.788 5.652
O 22.121 -14.708 4.876
C 21.638 -15.745 5.671
H 22.145 -10.505 2.786
H 23.835 -10.847 3.118
H 22.954 -10.063 4.351
H 24.184 -12.009 5.313
H 24.301 -13.065 4.054
H 22.294 -13.341 6.452
H 23.579 -14.475 6.135
H 22.461 -16.292 6.130
H 21.079 -16.410 5.011
H 21.065 -15.383 6.524
C 17.450 -8.374 5.614
O 18.329 -8.036 6.659
C 17.796 -7.834 7.984
C 17.776 -9.200 8.776
O 19.063 -9.753 8.953
C 19.197 -10.754 10.046
H 16.986 -9.336 5.832
H 18.048 -8.551 4.720
H 16.734 -7.596 5.348
H 16.802 -7.388 7.933
H 18.384 -7.150 8.595
H 17.044 -9.833 8.274
H 17.377 -9.029 9.776
H 18.614 -11.671 9.964
H 18.731 -10.334 10.938
H 20.221 -10.978 10.346
```

Charges per atom according to Löwdin partitioning, unit e:
1. O -0.30
2. V 0.94
3. O -0.37
4. C -0.55
5. F 0.10
6. F 0.05
7. F 0.10
8. S 0.58
9. O -0.39
10. O -0.32
11. O -0.30
12. S 0.19
13. O -0.44
14. O -0.43
15. O -0.43
16. O -0.44
17. C -0.09
18. O -0.19
19. C -0.20
20. C -0.18
21. O -0.18
22. C -0.14
23. H 0.09
24. H 0.07
25. H 0.08
26. H 0.12
27. H 0.11
28. H 0.12
29. H 0.11
30. H 0.07
31. H 0.09
32. H 0.08
33. C -0.08
34. O -0.24
35. C -0.13
36. C -0.19
37. O -0.25
38. C -0.01
39. H 0.07
40. H 0.10
41. H 0.09
42. H 0.12
43. H 0.12
44. H 0.10
45. H 0.12
46. H 0.08
47. H 0.08
48. H 0.10

---

Record 6
ORCA calculation (wB97M-V/def2-TZVPD) on a molecular structure, C31H55MgNO2P.

Computed properties:
HOMO: -3.3 eV
HOMO-LUMO gap: 0.208 Eh
total charge: -1
LUMO: 2.38 eV

```
91
C31H55MgNO2P (wB97M-V/def2-TZVPD)
O 0.019 -0.177 -6.497
C 0.127 1.096 -7.192
C 0.025 0.457 -8.567
H 1.090 1.562 -6.963
H -0.697 1.778 -6.958
C 0.028 -0.870 -7.767
H 0.893 0.607 -9.205
H -0.901 0.667 -9.101
C 1.316 -1.639 -7.968
H 2.170 -0.987 -7.768
H 1.373 -2.007 -8.999
H 1.362 -2.498 -7.295
C -1.205 -1.731 -7.922
H -2.109 -1.151 -7.711
H -1.146 -2.585 -7.237
H -1.263 -2.122 -8.944
Mg -0.462 -0.517 0.461
C -2.776 -0.693 0.872
C -2.420 0.659 0.504
C -2.203 0.684 -0.903
H -2.436 1.539 1.152
C -2.533 -0.606 -1.420
C -2.881 -1.447 -0.331
H -3.259 -2.462 -0.411
H -3.002 -1.045 1.882
H -1.931 1.567 -1.477
H -2.607 -0.865 -2.476
C 0.358 -2.801 0.748
C -0.275 -3.168 -0.472
C 0.344 -2.457 -1.532
H -1.049 -3.927 -0.576
C 1.350 -1.615 -0.985
C 1.401 -1.859 0.429
H 2.172 -1.502 1.116
H 0.162 -3.232 1.729
H 0.144 -2.597 -2.587
H 2.036 -0.987 -1.547
O 1.155 0.069 -4.238
C -0.236 -0.259 -3.987
C -1.102 0.981 -4.198
H -0.335 -0.579 -2.931
H -0.543 -1.086 -4.635
C -0.108 2.127 -3.916
H -1.974 0.990 -3.539
H -1.453 1.003 -5.228
C 1.275 1.456 -3.845
H -0.334 2.616 -2.959
H -0.171 2.893 -4.699
H 1.638 1.462 -2.798
H 2.009 1.959 -4.496
C -1.046 1.322 6.125
C -1.287 0.516 4.839
C -1.831 -0.871 5.209
C -2.389 1.233 4.055
P 0.282 0.339 3.774
N -0.081 -0.109 2.314
C 1.176 2.010 3.659
C 1.886 2.379 4.966
C 2.203 1.955 2.512
C 0.160 3.107 3.315
C 1.436 -0.908 4.616
C 0.975 -2.343 4.312
C 2.881 -0.779 4.108
C 1.462 -0.726 6.142
H -1.978 1.301 6.712
H -0.821 2.373 5.914
H -0.263 0.900 6.759
H -2.795 -0.730 5.722
H -2.023 -1.476 4.314
H -1.186 -1.429 5.895
H -2.193 2.300 3.917
H -2.527 0.769 3.075
H -3.326 1.135 4.624
H 2.736 1.726 5.188
H 2.280 3.401 4.855
H 1.204 2.392 5.823
H 1.759 1.483 1.626
H 2.488 2.986 2.259
H 3.118 1.418 2.778
H -0.435 2.832 2.434
H -0.499 3.355 4.154
H 0.727 4.019 3.075
H 1.257 -2.633 3.295
H 1.476 -3.027 5.015
H -0.103 -2.487 4.420
H 3.376 0.128 4.468
H 3.450 -1.633 4.510
H 2.932 -0.821 3.013
H 1.790 0.277 6.432
H 0.498 -0.954 6.606
H 2.197 -1.433 6.556
```

Charges per atom according to Löwdin partitioning, unit e:
1. O -0.14
2. C -0.15
3. C -0.07
4. H 0.12
5. H 0.11
6. C -0.57
7. H 0.11
8. H 0.11
9. C -0.02
10. H 0.09
11. H 0.09
12. H 0.09
13. C -0.02
14. H 0.09
15. H 0.09
16. H 0.09
17. Mg 0.60
18. C -0.21
19. C -0.24
20. C -0.19
21. H 0.08
22. C -0.18
23. C -0.17
24. H 0.09
25. H 0.09
26. H 0.07
27. H 0.09
28. C -0.21
29. C -0.18
30. C -0.19
31. H 0.09
32. C -0.19
33. C -0.24
34. H 0.07
35. H 0.07
36. H 0.08
37. H 0.08
38. O -0.15
39. C -0.21
40. C -0.16
41. H 0.07
42. H 0.12
43. C -0.15
44. H 0.08
45. H 0.08
46. C -0.19
47. H 0.10
48. H 0.09
49. H 0.11
50. H 0.11
51. C -0.10
52. C -0.60
53. C -0.10
54. C -0.09
55. P 0.83
56. N -0.27
57. C -0.61
58. C -0.10
59. C -0.10
60. C -0.10
61. C -0.60
62. C -0.09
63. C -0.09
64. C -0.11
65. H 0.08
66. H 0.06
67. H 0.05
68. H 0.08
69. H 0.08
70. H 0.06
71. H 0.06
72. H 0.04
73. H 0.09
74. H 0.05
75. H 0.08
76. H 0.05
77. H 0.06
78. H 0.08
79. H 0.06
80. H 0.08
81. H 0.06
82. H 0.08
83. H 0.06
84. H 0.08
85. H 0.06
86. H 0.05
87. H 0.09
88. H 0.07
89. H 0.06
90. H 0.05
91. H 0.08